ORCA calculation (the ωB97M-V functional and the def2-TZVPD basis) on a structure of composition C35H36BaINOSb2.

Values from the calculation:
- LUMO (eV) = -5.3
- net charge = +2

The geometry in XYZ format:
```
77
C35H36BaINOSb2 the ωB97M-V functional and the def2-TZVPD basis
Ba -1.877 1.014 -0.398
C -0.430 -2.695 -1.826
C 0.264 -1.358 -2.111
C 0.984 -0.793 -0.883
Sb 1.562 1.290 -0.996
C 3.141 1.144 -2.384
C 3.046 1.773 -3.622
C 4.081 1.653 -4.540
C 5.206 0.908 -4.220
C 5.305 0.283 -2.982
C 4.275 0.401 -2.062
C 2.647 1.305 0.828
C 2.375 0.402 1.854
C 3.093 0.460 3.043
C 4.080 1.418 3.214
C 4.354 2.321 2.196
C 3.638 2.268 1.007
Sb -2.110 -2.481 -0.493
C -2.877 -4.444 -0.516
C -3.397 -4.953 -1.704
C -3.917 -6.238 -1.732
C -3.930 -7.007 -0.576
C -3.420 -6.497 0.608
C -2.892 -5.212 0.644
C -1.141 -2.408 1.407
C 0.020 -3.120 1.711
C 0.619 -2.985 2.955
C 0.071 -2.132 3.908
C -1.081 -1.418 3.619
C -1.684 -1.558 2.372
H 0.276 -3.419 -1.417
H -0.846 -3.129 -2.737
H -0.466 -0.640 -2.525
H 0.993 -1.487 -2.915
H 1.884 -1.372 -0.670
H 0.368 -0.911 0.018
H 2.172 2.361 -3.875
H 4.010 2.143 -5.501
H 6.013 0.818 -4.935
H 6.187 -0.291 -2.733
H 4.365 -0.075 -1.091
H 1.624 -0.373 1.740
H 2.883 -0.254 3.832
H 4.642 1.457 4.138
H 5.131 3.064 2.323
H 3.875 2.970 0.215
H -3.400 -4.360 -2.612
H -4.316 -6.639 -2.654
H -4.341 -8.008 -0.599
H -3.431 -7.097 1.508
H -2.489 -4.823 1.571
H 0.457 -3.793 0.982
H 1.511 -3.553 3.186
H 0.535 -2.037 4.881
H -1.521 -0.770 4.367
H -2.615 -1.028 2.175
C -2.646 3.872 -4.035
C -3.076 3.799 -2.609
C -3.932 4.885 -2.062
O -2.684 2.872 -1.889
H -3.269 4.542 -4.620
H -2.630 2.877 -4.477
H -1.621 4.255 -4.051
H -4.766 5.087 -2.734
H -3.333 5.801 -2.031
H -4.294 4.652 -1.064
I 0.681 2.060 5.590
C -0.379 2.833 3.984
C -0.858 4.134 3.992
C -1.586 4.586 2.901
C -1.813 3.720 1.851
N -1.353 2.461 1.833
C -0.641 2.033 2.884
H -0.670 4.786 4.835
H -1.975 5.593 2.874
H -2.385 4.042 0.986
H -0.274 1.014 2.849
```


ORCA calculation (the ωB97M-V functional and the def2-TZVPD basis) on a cluster of 4 separate species, C6H10N2 in total.

Values from the calculation:
- LUMO (eV) = 0.3

The geometry in XYZ format:
```
18
C6H10N2 the ωB97M-V functional and the def2-TZVPD basis
C 1.274 -1.593 0.438
C 1.831 0.086 -1.071
C -0.222 0.330 -0.045
C -1.840 1.653 -0.334
C -2.246 0.511 0.462
C -1.261 -0.259 0.914
H 2.188 -2.561 -0.409
H 2.168 -1.362 1.755
H -0.057 -2.065 0.858
H 1.664 1.175 -1.318
H 1.840 -0.865 -1.846
H 2.800 -0.213 -0.601
H -1.705 2.515 0.568
H -2.483 1.978 -1.294
H -3.233 0.396 0.829
H -1.318 -0.971 1.616
N 0.998 -0.229 -0.005
N -0.396 1.474 -0.517
```


ORCA calculation (the ωB97M-V functional and the def2-TZVPD basis) on a structure of composition C34H32BBrFN4O6ReS.

Values from the calculation:
- LUMO (spin up / spin down) (eV) = -3.4 / -3.5
- spin multiplicity = 4
- net charge = +1

The geometry in XYZ format:
```
81
C34H32BBrFN4O6ReS the ωB97M-V functional and the def2-TZVPD basis
Re 0.129 1.163 -2.995
C -4.964 -3.499 -0.705
C -5.530 -2.108 -0.929
N -4.468 -1.091 -1.052
C -4.047 -0.748 -2.268
C -2.991 0.095 -2.518
C -2.649 0.331 -3.980
O -3.493 0.092 -4.810
O -1.458 0.795 -4.223
C -2.312 0.660 -1.435
O -1.269 1.403 -1.530
C -2.788 0.341 -0.110
C -2.097 0.847 1.003
C -2.455 0.418 2.242
F -1.771 0.846 3.326
C -3.491 -0.509 2.445
C -4.177 -0.991 1.360
C -3.832 -0.576 0.063
N -3.799 -1.018 3.752
C -4.233 -0.017 4.718
C -4.805 -0.712 5.936
N -3.754 -1.624 6.516
C -3.255 -2.616 5.497
C -2.736 -1.858 4.293
H -5.780 -4.217 -0.620
H -4.359 -3.554 0.200
H -4.329 -3.793 -1.539
H -6.207 -1.797 -0.135
H -6.099 -2.070 -1.856
H -4.574 -1.171 -3.115
H -1.270 1.529 0.859
H -4.954 -1.719 1.536
H -5.020 0.594 4.275
H -3.423 0.660 5.024
H -5.651 -1.345 5.674
H -5.093 -0.005 6.711
H -4.127 -2.116 7.329
H -2.968 -1.060 6.848
H -4.106 -3.242 5.234
H -2.481 -3.218 5.968
H -2.428 -2.581 3.538
H -1.844 -1.279 4.573
C 9.349 4.034 2.708
C 8.093 3.625 1.985
O 8.062 2.891 1.040
S 6.609 4.333 2.723
C 5.389 3.689 1.610
C 5.336 4.147 0.297
C 4.377 3.660 -0.570
C 3.444 2.718 -0.125
C 3.502 2.264 1.194
C 4.476 2.742 2.053
C 2.438 2.222 -1.007
C 1.575 1.808 -1.765
H 10.206 3.660 2.153
H 9.354 3.608 3.713
H 9.399 5.118 2.801
H 6.053 4.881 -0.045
H 4.338 4.007 -1.593
H 2.787 1.526 1.533
H 4.534 2.377 3.070
B -0.738 -3.081 -1.262
C -0.219 -1.741 -1.897
N 0.101 -0.711 -2.322
H 0.141 -3.902 -1.300
H -1.702 -3.393 -1.926
H -1.042 -2.764 -0.126
Br 4.784 -3.838 -6.153
C 3.994 -2.147 -5.861
C 4.788 -1.010 -5.900
C 4.203 0.226 -5.689
C 2.841 0.322 -5.423
C 2.058 -0.825 -5.397
C 2.633 -2.067 -5.619
C 2.269 1.683 -5.201
O 2.766 2.695 -5.603
O 1.104 1.684 -4.525
H 5.847 -1.093 -6.095
H 4.794 1.131 -5.725
H 0.988 -0.761 -5.240
H 2.026 -2.961 -5.613
```


ORCA calculation (the ωB97M-V functional and the def2-TZVPD basis) on a cluster of 6 separate species, C4H18N2O7 in total.

Values from the calculation:
- LUMO (eV) = 0.2
- SMILES = CNCC(=O)NC=O.O.O.O.O.O

The geometry in XYZ format:
```
31
C4H18N2O7 the ωB97M-V functional and the def2-TZVPD basis
O -0.375 1.313 -1.497
C -0.310 0.141 -1.126
N 0.820 -0.742 -1.320
C 2.021 -0.366 -1.840
O 2.984 -0.781 -1.190
C -1.390 -0.316 -0.213
N -2.297 -1.257 -0.983
C -2.177 -2.612 -0.492
H 0.583 -1.756 -1.031
H 2.129 -0.004 -2.841
H -0.869 -0.809 0.718
H -1.960 0.512 0.232
H -3.231 -0.867 -0.831
H -1.952 -2.543 0.615
H -1.372 -3.105 -1.086
H -3.108 -3.084 -0.335
H 0.740 -1.535 1.766
H 0.242 -2.917 1.863
O 0.440 -2.233 1.244
H -2.608 2.586 1.029
H -3.231 2.573 -0.337
O -2.448 2.477 0.080
H 1.649 3.087 0.500
H 2.263 2.180 1.577
O 2.339 2.879 1.076
H 2.984 -1.117 1.427
H 2.220 -0.444 0.664
O 2.248 -0.481 1.569
H -1.575 0.591 2.493
H -0.571 1.765 2.411
O -1.544 1.551 2.380
```


- What is the formula in the second record?
  C6H10N2